Entry i
19
Properties=species:S:1:pos:R:3 method="wB97M-V/def2-TZVPD" e_homo_ev=-8.215 orbital_gap_ev=9.21 smiles=C1C[C@H]2CNC[C@@H]1O2 lumo_energy_ha=0.037
C -1.8235 0.6854 -0.0576
C -1.8160 -0.8787 -0.0744
C -0.1012 -1.1338 0.2224
C 1.3716 -1.3422 -0.1756
C 0.9798 1.5622 -0.1511
C -0.3526 0.9297 -0.0547
H -2.4964 1.0559 -0.7877
H -2.2810 1.3545 0.7399
H -2.0282 -1.4999 -0.9965
H -2.3246 -1.2795 0.7025
H 0.1301 -0.8141 1.2599
H 1.5382 -1.5257 -1.1303
H 2.0419 -2.1454 0.3277
H 2.8948 0.1996 0.6463
H 1.4915 2.1512 0.8192
H 1.1535 1.7507 -1.3134
H -0.2439 0.8859 0.9592
N 1.9723 0.1384 -0.0882
O -0.1063 -0.0942 -0.8475

---

Entry ii
19
Properties=species:S:1:pos:R:3 method="wB97M-V/def2-TZVPD" e_homo_ev=-8.527 orbital_gap_ev=9.43 lumo_energy_ha=0.033
C -1.2262 0.5644 -0.9019
C 1.7173 -0.7811 0.4587
C -1.4933 -1.8905 0.2668
C 0.8937 2.1745 -0.2203
C -0.8857 -0.5244 0.1440
C 0.1383 0.9108 -0.3552
N 0.6070 -0.3788 -0.3931
O -0.7908 0.2796 1.2582
H -1.2168 0.3024 -1.9619
H -2.0555 1.2027 -0.6145
H 1.8814 -1.8516 0.3398
H 1.5080 -0.5511 1.5083
H 2.6278 -0.2652 0.1476
H -0.9550 -2.4666 1.0217
H -1.4705 -2.4248 -0.6833
H -2.5286 -1.7828 0.5954
H 1.7000 2.0784 0.5059
H 0.2240 2.9777 0.0802
H 1.3247 2.4263 -1.1963

---

Entry iii
19
Properties=species:S:1:pos:R:3 method="wB97M-V/def2-TZVPD" e_homo_ev="-5.883 / -5.885" orbital_gap_ev="6.75 / 6.75" lumo_energy_ha="0.032 / 0.032"
C -1.0741 1.0044 -0.9124
C 1.3399 -1.2040 0.9409
C 1.8846 1.1037 -0.0810
C 0.8968 0.0177 0.1972
C -1.3615 -0.7314 0.3973
C -2.1855 -1.5359 -0.2649
O -0.4555 2.1898 -1.3055
N -0.3470 0.0606 -0.2657
H -0.9906 2.9489 -1.0362
H -2.1440 0.9849 -1.0240
H -1.2974 -0.7154 1.4725
H 2.4036 -1.3784 0.7692
H 0.8142 -2.1030 0.6054
H 1.1788 -1.1082 2.0216
H 1.6072 1.6835 -0.9613
H 2.8769 0.6745 -0.2388
H 1.9515 1.8017 0.7656
H -2.2295 -1.5164 -1.3427
H -2.8685 -2.1769 0.2628

---

Which of them is most stable? Easy: entry ii.

---

Entry i
19
Properties=species:S:1:pos:R:3 method="wB97M-V/def2-TZVPD" e_homo_ev=-8.677 orbital_gap_ev=9.30 smiles="N=C=O.C=CC.C=C" lumo_energy_ha=0.023
C -0.2409 0.5691 -1.7855
C 0.6455 -0.2996 -0.9491
C -0.9217 -0.7354 1.0611
C 0.9055 -1.5750 -1.2169
C -2.1548 -0.5176 0.6129
H -0.5704 -1.7397 1.2222
H 0.3444 1.1036 -2.5354
H -1.0140 -0.0179 -2.2784
H -0.7296 1.3124 -1.1578
H 1.6270 -2.1440 -0.6531
H 0.3157 -2.1319 -1.9281
H -2.7608 -1.3150 0.2098
H -2.5604 0.4753 0.5085
N 1.8331 1.4411 1.2371
C 1.1696 1.6219 2.2263
O 0.4674 1.8277 3.1278
H 1.3401 0.2675 -0.2597
H 2.7017 1.8232 0.9270
H -0.3974 0.0342 1.6314

---

Entry ii
19
Properties=species:S:1:pos:R:3 method="wB97M-V/def2-TZVPD" e_homo_ev=-9.105 orbital_gap_ev=10.11 smiles="C=CCC[C@@H](N)C=O" lumo_energy_ha=0.037
O -0.2533 2.6670 1.3236
C -0.4464 1.7222 0.5809
C 0.3695 1.4541 -0.7453
C 0.8747 -0.2408 -0.6785
C 1.0784 -0.8199 0.7125
C -1.2242 -1.9755 0.8103
C -0.0436 -1.5622 1.2478
N -0.5953 1.6236 -1.8539
H -1.1659 0.9910 0.9805
H 1.3286 2.0921 -0.8665
H 1.5934 -0.5083 -1.3961
H 0.1088 -0.8919 -1.0943
H 1.6420 -1.7248 0.8271
H 1.3024 -0.0243 1.4319
H -1.4101 -1.7498 -0.3377
H -2.0943 -2.2760 1.3366
H 0.1458 -1.8308 2.3621
H -0.2980 2.2869 -2.4533
H -0.9125 0.7674 -2.1875

---

Entry iii
19
Properties=species:S:1:pos:R:3 method="wB97M-V/def2-TZVPD" e_homo_ev=-9.257 orbital_gap_ev=10.12 lumo_energy_ha=0.032
C -2.2026 -0.1992 -0.5895
C -1.0168 -1.1610 -0.2392
C 0.2983 -0.9114 -1.0080
C 0.8432 0.3220 -0.4380
C 2.4586 1.6626 0.7857
C 2.0705 0.3957 0.0944
N -3.2389 0.1086 0.0275
O -3.6018 -0.5278 1.2293
H -1.9491 0.4366 -1.3464
H -0.7875 -1.1432 0.7987
H -1.2616 -2.2006 -0.5327
H 0.9114 -1.7237 -0.8575
H 0.1226 -0.6490 -2.0565
H 0.2829 1.2505 -0.5033
H 3.4689 1.8660 0.8732
H 1.9857 1.6469 1.7685
H 1.9148 2.5100 0.3161
H 2.7756 -0.3542 0.3232
H -3.0741 -1.3289 1.3546

---

Entry iv
19
Properties=species:S:1:pos:R:3 method="wB97M-V/def2-TZVPD" e_homo_ev=-8.129 orbital_gap_ev=8.39 lumo_energy_ha=0.010
C -1.4086 1.3845 -1.3822
C -0.6579 0.1207 -1.7156
C 0.0355 -0.7527 -0.8164
C 0.2328 -2.0706 -1.2216
C 0.1554 -0.2826 0.6176
C 0.2095 -0.8908 2.0562
H -1.2876 2.0177 -2.5570
H -2.6590 0.9919 -1.3051
H -0.6860 1.9351 -0.4934
H -0.3904 -0.3303 -2.8081
H 0.7384 -1.9180 -2.5449
H -1.0814 -2.9064 -0.9115
H 1.3231 -2.8904 -0.2534
H 1.1999 -1.4786 2.2934
H -0.5176 -1.7744 2.0993
H -0.0245 -0.2404 3.1145
H 1.6853 2.1469 1.3674
N 0.6174 0.9577 0.4349
O 0.7472 1.5865 1.7159

---

Which of them is most stable? Easy: entry i.

---

Entry i
19
Properties=species:S:1:pos:R:3 method="wB97M-V/def2-TZVPD" e_homo_ev=-8.265 orbital_gap_ev=8.82 lumo_energy_ha=0.020
C 0.6573 -0.3013 0.0742
C -0.1539 -1.0070 1.2264
C -1.3054 0.1682 1.3571
C -1.3210 1.0065 -0.1577
C -0.4872 -0.0961 -0.9982
C 1.4308 -0.7834 -1.0371
H 2.1154 1.1010 0.4466
H 0.3943 -1.5560 2.0643
H -0.6532 -1.9878 0.6088
H -2.4000 0.1069 1.6305
H -0.7113 0.9478 2.0653
H -0.6343 1.8773 0.0600
H -2.4494 1.3217 -0.4468
H -1.2868 -0.8047 -1.2101
H 1.0748 1.0342 -1.6653
H 2.6429 -0.2882 -0.8822
H 1.3605 -1.8390 -1.2462
N 0.5940 0.0761 -1.8765
O 1.1326 1.0238 -0.0131

---

Entry ii
19
Properties=species:S:1:pos:R:3 method="wB97M-V/def2-TZVPD" e_homo_ev=-7.575 orbital_gap_ev=8.23 smiles=Cc1cc[nH]c1C.O lumo_energy_ha=0.024
C -0.7546 0.5188 2.4009
C -0.7935 1.8090 1.8669
N -0.9525 1.7423 0.5141
C -0.9634 0.3118 0.1525
C -0.8914 -0.3733 1.3804
C -0.8705 -1.8910 1.4464
C -0.8296 -0.2791 -1.1699
H -0.6406 0.3565 3.4507
H -0.7783 2.7896 2.3453
H -0.6592 2.4639 -0.1387
H -1.7595 -2.2302 0.8234
H 0.1238 -2.0719 0.9815
H -1.1282 -2.3095 2.4212
H -1.2843 -1.2800 -1.1020
H 0.1156 -0.1887 -1.6675
H -1.6298 0.1897 -1.7553
H 4.1424 -0.1904 -3.4406
H 4.8084 0.7228 -4.4374
O 4.7451 -0.0903 -4.0722

---

Entry iii
19
Properties=species:S:1:pos:R:3 method="wB97M-V/def2-TZVPD" e_homo_ev=-8.726 orbital_gap_ev=6.91 lumo_energy_ha=-0.067
C -1.7684 -0.6640 1.3753
C -1.9218 0.0244 -0.1747
C -1.3075 -1.0734 -1.2306
C 0.2385 1.3748 -0.1802
C 1.0476 0.2027 -0.1183
C 2.4423 0.1639 -0.0387
H -1.5315 0.1277 2.2147
H -2.6651 -1.2083 1.8399
H -0.8503 -1.2567 1.5033
H -3.0533 0.1481 -0.4112
H 0.0489 -1.1825 -0.8432
H -1.8460 -0.6589 -2.2940
H -1.7843 -2.0791 -0.9174
H -1.5692 2.2040 1.1335
H 0.4741 2.4441 0.3103
H 0.8642 -0.8109 -0.1549
H 2.8916 1.2516 -0.1646
N -1.1006 1.1221 -0.3194
O 3.0426 -0.8755 0.2778

---

Which of them is most stable? Easy: entry ii.